Density functional theory data (ωB97M-V with the def2-TZVPD basis set) for C2H2N4 as an isolated structure in a non-equilibrium geometry.

E_HOMO, eV: -8.55
Relative energy (zero: lowest compared OMol25 entry of this formula, charge and spin), kJ/mol: 443.3
Total energy, a.u.: -296.2560
Spin multiplicity: 1
Net charge: 0
Frontier orbital gap, eV: 8.049

CARTESIAN COORDINATES (ANGSTROEM)
C1 -0.79368 1.24940 -0.24851
N1 -0.92225 0.42448 0.67052
N2 -0.56819 -0.81092 0.93055
C2 0.61095 -1.08086 0.35123
N3 0.81429 -0.57143 -0.88379
N4 0.33329 0.29330 -1.55614
H1 -0.77414 2.32240 0.00602
H2 1.29972 -1.82637 0.73010